Computed, not measured: a cluster of 12 separate species, C62H156N12O24 in total, with the ωB97M-V functional and the def2-TZVPD basis.

Structure (XYZ):
```
254
Properties=species:S:1:pos:R:3:forces:R:3:mulliken_charge:R:1
C 25.8572 16.4157 22.1304 -0.601 0.240 -0.438 -0.70
N 25.0893 17.7075 21.8568 0.384 0.083 -0.491 0.86
O 25.4795 18.4530 20.9726 0.299 -0.574 0.089 -0.48
O 24.1498 17.9653 22.5657 -0.283 -0.351 0.464 -0.52
H 25.1347 15.6382 22.3935 0.102 0.397 0.166 0.31
H 26.5183 16.6681 22.9519 0.075 -0.170 0.053 0.32
H 26.3967 16.1048 21.2353 -0.014 0.406 0.121 0.21
C 24.1330 18.0426 10.1168 0.022 -0.135 0.283 -0.58
N 23.0030 18.6098 9.3362 0.023 -0.735 0.151 0.99
O 22.9440 19.8134 9.2794 -0.194 0.540 -0.097 -0.55
O 22.2198 17.8368 8.8219 -0.067 0.087 0.020 -0.56
H 24.9517 18.7408 9.9478 0.131 -0.439 0.140 0.36
H 24.2863 16.9980 9.8394 0.178 0.392 -0.392 0.31
H 23.8432 17.9983 11.1700 -0.109 0.323 -0.090 0.07
C 23.2199 22.7861 11.0871 0.387 0.040 -0.472 -0.44
O 23.9543 22.9414 12.2766 0.462 0.488 -0.064 -0.47
C 23.6088 24.1352 12.9550 -0.502 0.371 0.294 -0.12
C 24.2372 24.1611 14.3428 0.175 0.141 -0.251 0.17
N 25.4552 24.9705 14.3519 0.363 -0.355 0.437 -0.36
C 26.1025 24.9256 15.6587 0.370 0.278 0.033 -0.22
C 27.4275 25.6780 15.6402 -0.164 0.051 -0.206 -0.81
O 28.3090 25.0334 14.7390 0.222 -0.281 0.020 -0.28
C 29.6116 25.5912 14.6305 -0.468 -0.370 -0.234 -0.76
H 22.2634 22.3044 11.2894 -0.185 0.009 -0.053 0.00
H 23.7955 22.1820 10.3846 -0.047 -0.279 0.258 0.28
H 23.0684 23.7353 10.5539 -0.130 0.068 0.284 0.25
H 22.5177 24.2125 12.9950 -0.161 -0.113 0.282 -0.23
H 23.9235 25.0571 12.4337 0.214 -0.400 -0.227 0.69
H 24.4034 23.1162 14.6315 0.035 -0.063 0.158 0.50
H 23.5926 24.6251 15.0978 -0.275 -0.179 -0.214 -0.54
H 26.1339 24.6034 13.6929 -0.114 -0.046 -0.195 0.35
H 26.2923 23.9115 16.0436 -0.012 -0.147 -0.247 0.26
H 25.4570 25.3919 16.4074 -0.096 0.173 -0.050 0.11
H 27.8349 25.6960 16.6536 0.175 0.021 0.110 0.42
H 27.2615 26.7070 15.3010 -0.026 0.079 0.085 0.36
H 29.5560 26.6535 14.3666 0.160 -0.061 0.106 0.31
H 30.1214 25.0287 13.8495 -0.156 0.174 -0.254 0.24
H 30.2240 25.4189 15.5143 -0.175 0.280 0.464 0.28
C 17.1536 17.6791 16.1768 0.336 0.785 -0.206 -1.10
O 17.6510 18.6745 17.0452 0.320 -0.204 0.101 0.43
C 17.3631 20.0002 16.6070 -0.099 -0.657 -0.617 0.30
C 17.4266 20.8939 17.7994 -0.800 0.078 0.632 -0.90
N 18.7860 21.1997 18.2046 0.026 0.566 1.052 0.89
C 18.8492 22.2025 19.2734 -0.753 1.920 -0.407 -0.51
C 18.5165 23.6506 18.7808 0.053 0.055 -0.209 -0.19
O 17.1262 23.9813 18.8749 0.046 -0.828 0.150 -0.51
C 16.6839 25.2137 18.3500 -0.101 -0.144 -0.216 -0.44
H 16.0728 17.5566 16.3063 0.058 -0.303 0.117 0.40
H 17.7431 16.7893 16.3671 -0.312 -0.371 0.076 0.23
H 17.3108 17.9752 15.1361 0.104 -0.054 -0.190 0.20
H 16.3848 19.9622 16.1185 -0.267 0.420 0.260 0.55
H 18.0590 20.2993 15.8125 0.069 0.022 0.224 -0.54
H 16.7999 20.4438 18.5910 0.409 -0.288 0.126 -0.23
H 16.8700 21.8203 17.6556 0.400 0.289 -0.522 0.32
H 19.3286 20.4305 18.5906 -0.418 -0.455 -0.534 -0.60
H 19.8859 22.2581 19.6102 -0.128 -0.187 0.165 -0.03
H 18.1600 22.0758 20.1284 0.255 -0.587 -0.092 0.44
H 18.8609 23.7263 17.7451 -0.075 0.080 -0.226 -0.22
H 19.0915 24.3848 19.3565 0.001 -0.081 0.168 0.96
H 16.9770 26.0755 18.9526 0.306 0.019 0.136 0.35
H 15.5885 25.1830 18.3603 0.183 -0.085 0.020 0.33
H 16.9948 25.3827 17.3098 0.152 -0.095 0.061 -0.08
C 10.9761 17.0795 22.3029 -0.058 0.339 -0.529 -0.72
O 11.9412 17.4023 21.3272 0.750 -0.333 -0.649 -0.29
C 12.3937 16.2874 20.5489 0.307 0.071 -0.279 -0.66
C 13.4553 16.6923 19.5287 0.511 -0.058 0.331 -0.63
N 14.7557 16.8258 20.1781 -0.825 0.036 0.370 -0.32
C 15.7734 17.4247 19.3533 0.328 0.358 0.083 -0.72
C 17.0623 17.6168 20.1516 -0.431 -0.544 -0.745 -0.12
O 16.8098 18.5647 21.1737 0.054 -0.025 -0.434 -0.33
C 17.8948 18.8808 22.0101 0.152 -0.645 -0.035 -0.34
H 10.6299 18.0344 22.7000 -0.061 -0.106 0.034 0.23
H 11.3858 16.4921 23.1257 0.022 -0.251 -0.038 0.29
H 10.1404 16.5726 21.8068 -0.081 -0.149 0.348 0.30
H 11.5842 15.8345 19.9637 -0.315 0.016 0.413 0.47
H 12.8781 15.5351 21.1873 -0.360 -0.046 0.088 0.33
H 13.1597 17.6224 19.0250 -0.147 -0.083 -0.167 0.34
H 13.5984 15.8827 18.8046 -0.538 0.128 -0.181 0.36
H 14.5547 17.3721 21.0063 0.650 0.321 0.130 0.31
H 15.5008 18.3874 18.8970 -0.203 0.233 0.254 0.29
H 15.9613 16.8001 18.4707 0.129 -0.285 0.361 0.25
H 17.8225 17.8874 19.3941 0.080 0.372 0.686 -0.03
H 17.3096 16.6396 20.5878 0.218 0.115 0.118 0.59
H 17.4777 19.4492 22.8327 0.182 0.367 0.004 0.26
H 18.6974 19.3983 21.4802 -0.160 0.430 -0.056 -0.15
H 18.3803 17.9956 22.4421 -0.237 -0.231 -0.037 0.36
C 17.5997 20.7217 12.6680 0.243 0.391 0.493 -0.75
O 17.2703 21.4805 13.8208 -0.194 0.164 0.015 0.02
C 16.6345 22.7020 13.4808 -0.728 0.026 0.517 -0.64
C 16.2090 23.4809 14.7415 0.316 -0.143 -0.764 0.11
N 15.2719 24.5899 14.4071 1.135 -1.208 0.219 -0.46
C 15.7289 25.5481 13.3894 -1.239 -0.580 0.650 -1.42
C 17.0042 26.2807 13.7126 0.259 0.029 -0.326 0.85
O 16.8331 26.8656 14.9756 -0.193 0.214 0.767 -0.41
C 17.8679 27.7248 15.3781 0.498 0.817 0.335 -0.72
H 18.0408 19.7940 13.0350 -0.081 -0.050 -0.159 0.08
H 18.3542 21.2670 12.0898 -0.022 -0.118 -0.227 0.28
H 16.7243 20.5241 12.0380 0.043 -0.027 0.094 0.39
H 15.7226 22.4665 12.9144 0.149 0.220 -0.280 0.25
H 17.3228 23.3345 12.9101 -0.050 -0.096 -0.321 0.00
H 17.1602 23.7722 15.2148 -0.205 0.335 0.224 -0.07
H 15.6874 22.8162 15.4288 0.010 -0.096 -0.003 0.49
H 15.1345 25.0685 15.2829 -0.206 0.394 0.068 0.37
H 14.8602 26.2243 13.3718 0.564 0.280 -0.472 0.44
H 15.7598 25.0041 12.4390 0.224 0.353 0.002 0.37
H 17.2059 27.0216 12.9268 -0.036 0.178 0.080 0.51
H 17.8755 25.6215 13.7397 0.090 -0.213 -0.075 -0.41
H 18.8501 27.4079 15.0204 0.020 -0.185 -0.081 0.15
H 17.9647 27.8424 16.4730 -0.427 -0.635 -0.351 0.27
H 17.6945 28.7526 15.0368 -0.029 -0.063 -0.364 0.33
C 20.8792 17.1824 16.7413 0.977 -0.078 0.089 -0.58
O 22.2839 16.9332 16.6726 0.934 0.166 0.172 -0.30
C 23.0551 17.6433 17.6607 -0.415 -0.008 0.305 0.23
C 24.5001 17.1727 17.7686 0.688 -0.422 -0.614 -1.21
N 24.5781 15.7182 17.7954 -0.456 -0.259 -0.050 -0.14
C 25.8944 15.1760 17.5783 0.116 -0.733 -0.140 -0.58
C 25.9961 13.6566 17.7698 -0.118 0.105 0.891 -0.76
O 25.0141 12.8705 17.1170 0.805 -0.364 -0.299 -0.25
C 25.2691 11.4799 17.3681 0.053 0.248 -0.751 -0.83
H 20.5027 16.7896 17.6885 -0.298 0.023 -0.023 0.48
H 20.4423 16.6556 15.8851 -0.050 0.181 0.261 0.18
H 20.7001 18.2553 16.6864 -0.297 0.119 -0.046 0.08
H 22.5836 17.4898 18.6410 -0.082 0.040 -0.045 0.46
H 23.0582 18.7196 17.4540 -0.159 -0.134 -0.026 -0.32
H 24.9854 17.5624 18.6699 -0.470 0.129 0.149 0.40
H 25.1515 17.5672 16.9684 -0.416 0.105 -0.314 0.33
H 23.9428 15.3732 17.0863 -0.112 -0.141 0.161 0.23
H 26.5437 15.5810 18.3570 0.252 0.145 -0.122 0.53
H 26.3605 15.3906 16.5973 -0.297 0.405 0.112 0.12
H 25.9219 13.4343 18.8422 -0.052 0.061 0.139 0.48
H 27.0129 13.3659 17.4823 0.003 -0.132 -0.255 0.37
H 26.2264 11.0877 16.9855 0.179 0.722 -0.010 0.33
H 24.5453 10.9062 16.7864 -0.368 0.137 0.567 0.27
H 25.2795 11.2886 18.4401 -0.431 -0.185 0.108 0.31
C 25.9604 26.9852 25.6149 0.015 0.186 -0.380 -0.84
O 24.9326 26.7452 24.6792 -0.651 -0.855 0.687 -0.14
C 23.8663 25.9607 25.2501 -0.010 0.121 -0.539 -0.88
C 24.1233 24.4667 25.2849 0.149 -0.090 0.761 -0.51
N 24.0320 23.8932 23.9783 0.011 -0.187 -0.694 0.03
C 24.4944 22.5063 23.8317 0.188 0.946 0.024 -0.72
C 25.3420 22.3276 22.5824 -0.285 -0.188 -0.517 -0.62
O 24.6021 22.6886 21.4101 0.006 -0.020 0.590 -0.05
C 25.3924 22.7956 20.2306 -0.264 -0.329 1.029 -0.62
H 26.3646 26.0585 26.0289 0.248 -0.027 -0.173 0.28
H 25.5957 27.5722 26.4669 0.029 0.179 -0.139 0.36
H 26.7011 27.5369 25.0279 0.190 -0.101 0.554 0.22
H 23.0333 26.1104 24.5580 -0.180 0.173 0.388 0.28
H 23.6326 26.3036 26.2671 -0.032 0.195 -0.231 0.52
H 23.3820 24.0021 25.9492 -0.081 0.129 -0.115 0.38
H 25.0848 24.2752 25.7863 0.217 -0.043 -0.046 0.38
H 24.5066 24.4950 23.3207 0.099 -0.031 -0.185 -0.04
H 23.6316 21.8400 23.8106 0.069 -0.173 0.026 0.30
H 25.1325 22.2693 24.6996 -0.111 -0.312 -0.196 0.37
H 25.6643 21.2787 22.5380 -0.018 -0.015 -0.176 0.28
H 26.2485 22.9438 22.6254 0.009 0.119 0.154 0.44
H 26.2840 23.3840 20.4643 0.037 0.155 -0.367 0.51
H 24.7507 23.2609 19.4902 0.196 0.181 -0.164 -0.12
H 25.6855 21.7996 19.8996 0.168 -0.112 -0.197 0.23
C 20.0807 24.5308 11.3879 0.298 -0.340 0.446 -0.75
O 20.1748 25.3604 12.5447 0.735 0.477 -0.822 0.84
C 20.4040 26.7364 12.1839 0.636 -0.125 0.047 -0.90
C 21.8748 27.1031 11.7596 -1.316 -0.913 0.386 -0.52
N 22.0076 28.4409 11.1563 -0.211 -1.471 0.433 -0.45
C 21.6301 29.5294 12.0286 0.550 0.467 0.137 0.08
C 22.1950 30.8263 11.4715 0.504 0.177 0.122 -0.85
O 23.6257 30.7758 11.4455 -0.369 -0.449 0.115 -0.29
C 24.2034 31.9603 10.9179 -0.448 -1.029 -0.330 -0.75
H 20.9063 24.6551 10.6769 -0.029 0.234 0.183 0.33
H 19.1449 24.6919 10.8399 -0.063 -0.031 0.179 0.35
H 20.1662 23.5041 11.7622 -0.325 0.123 -0.183 -0.20
H 20.1970 27.2860 13.1062 -0.376 0.150 -0.303 -0.16
H 19.7181 26.9614 11.3692 -0.201 0.512 -0.012 0.52
H 22.1947 26.3749 11.0095 0.121 0.071 0.066 0.44
H 22.4582 26.9180 12.6827 0.221 0.392 -0.313 0.19
H 22.9942 28.4719 10.9452 0.163 0.692 -0.155 0.32
H 21.9656 29.3976 13.0664 0.291 -0.026 0.051 -0.07
H 20.5472 29.6167 12.1054 -0.162 0.012 -0.279 0.33
H 21.9019 31.6748 12.0984 -0.248 0.027 -0.038 0.43
H 21.8397 30.9780 10.4447 -0.138 0.040 0.066 0.41
H 24.1015 32.7599 11.6483 0.173 0.346 -0.144 0.28
H 23.7043 32.1847 9.9672 0.020 0.416 0.121 0.32
H 25.2362 31.7108 10.6760 0.059 0.272 0.301 0.23
C 24.0586 28.7743 22.3000 0.245 -0.177 -0.787 -0.68
O 23.4959 28.0032 21.2356 -0.151 -0.480 0.604 -0.36
C 22.9570 26.7556 21.6760 -0.045 0.163 -0.351 0.52
C 22.7699 25.7915 20.5123 0.139 0.408 -0.088 -0.35
N 21.7056 26.1941 19.6120 -0.661 -0.061 -0.226 -0.45
C 21.5912 25.3552 18.4146 0.713 -0.052 0.637 0.71
C 20.6645 25.9350 17.3650 0.514 -0.106 0.307 0.49
O 21.0829 27.2138 16.8946 -0.494 0.227 0.432 -0.57
C 21.9389 27.1689 15.7952 0.013 -0.607 -0.859 -0.01
H 23.3466 29.0795 23.0754 -0.293 0.147 -0.346 0.27
H 24.4964 29.6165 21.7550 -0.098 0.144 0.592 0.31
H 24.8337 28.2246 22.8404 0.080 -0.095 -0.249 0.20
H 21.9850 26.9140 22.1528 -0.119 0.085 0.074 0.34
H 23.6121 26.2990 22.4211 0.197 0.018 -0.068 -0.56
H 22.5460 24.8245 20.9642 -0.052 -0.208 -0.146 0.17
H 23.7104 25.7046 19.9454 0.222 -0.111 0.242 0.13
H 21.8373 27.1571 19.3336 0.095 0.118 -0.047 0.43
H 21.2661 24.3472 18.7050 -0.171 0.256 -0.147 -0.73
H 22.5809 25.1786 17.9701 0.238 0.051 -0.208 0.08
H 19.6846 26.0301 17.8330 -0.155 0.260 -0.355 0.12
H 20.6583 25.2538 16.5133 -0.384 -0.226 0.002 -0.09
H 21.9821 28.1485 15.3167 0.306 0.147 0.462 0.30
H 21.5608 26.5120 14.9942 -0.251 -0.169 0.164 -0.30
H 22.9253 26.7582 16.0338 0.190 0.394 0.112 0.25
C 26.4584 14.1948 13.8275 -0.219 0.232 -0.366 -0.68
O 25.1444 14.4928 13.4083 -0.185 0.111 0.266 -0.48
C 24.4007 15.2447 14.3786 0.887 -0.633 -0.241 0.38
C 23.0428 15.4976 13.8061 -0.973 0.006 -0.282 -0.53
N 23.0779 15.9470 12.4000 -0.431 0.096 0.371 0.19
C 21.9186 15.5190 11.6138 -0.838 0.223 -0.211 -1.15
C 20.5550 16.1209 12.0535 0.408 -0.331 -0.866 0.25
O 19.5025 15.4909 11.3238 0.573 -0.357 0.042 -0.47
C 18.2110 16.0264 11.5861 0.986 -0.937 0.453 -0.58
H 26.4509 13.3578 14.5268 0.191 -0.063 0.079 0.15
H 26.9333 15.0681 14.2799 0.004 0.088 0.239 0.31
H 27.0321 13.9767 12.9273 -0.005 -0.329 0.084 0.31
H 25.0010 16.1296 14.6129 -0.306 0.394 -0.084 0.26
H 24.3062 14.6802 15.3152 -0.014 -0.112 -0.220 -0.18
H 22.5297 16.2169 14.4420 0.162 0.369 -0.070 -0.06
H 22.4105 14.5965 13.9388 0.413 -0.123 -0.355 0.22
H 23.8737 15.5208 11.9405 0.150 -0.038 0.311 0.35
H 21.7882 14.4315 11.6422 0.024 -0.139 -0.040 0.33
H 22.0916 15.8252 10.5761 -0.049 -0.175 0.084 0.39
H 20.5310 17.1870 11.7929 0.109 0.117 0.578 0.09
H 20.4315 15.8988 13.1123 -0.196 0.465 0.347 0.22
H 18.0522 16.0253 12.6762 -0.137 0.439 -0.154 0.20
H 17.5131 15.2869 11.1796 -0.035 0.555 -0.237 0.27
H 18.1663 17.0187 11.1391 -0.547 0.113 0.089 0.26
C 21.7458 19.7220 13.2657 0.395 0.001 0.440 -0.81
O 21.9322 20.8107 14.1443 -0.792 0.684 0.051 -0.41
C 20.6881 21.3253 14.6766 0.718 0.047 0.052 0.77
C 20.9248 22.5812 15.5437 -0.037 -0.527 0.129 -0.06
N 21.2610 22.3790 16.9494 0.948 -0.803 -0.107 1.07
C 22.4338 21.4882 17.1567 -0.501 0.295 -0.325 -0.17
C 22.6526 21.1922 18.6262 0.484 0.429 0.260 -0.62
O 21.5446 20.4708 19.1401 -0.098 0.303 -0.136 0.93
C 21.6211 20.1347 20.5169 -0.146 -0.273 -0.453 -0.86
H 22.7398 19.3321 13.0438 -0.027 -0.044 -0.007 0.32
H 21.2828 20.0159 12.3229 -0.265 0.091 -0.095 0.29
H 21.1682 18.9234 13.7491 -0.098 -0.011 -0.103 0.25
H 20.2469 20.5219 15.2747 -0.266 0.040 0.127 -0.53
H 19.9649 21.6093 13.8957 0.324 -0.261 -0.178 0.05
H 19.9870 23.1498 15.5279 0.130 0.048 -0.082 -0.20
H 21.7098 23.1864 15.0920 -0.004 0.084 -0.267 -0.46
H 20.4685 21.9292 17.3793 -0.463 -0.175 0.145 -0.60
H 23.2848 22.0039 16.7018 0.254 -0.067 0.325 -0.09
H 22.3826 20.5215 16.6325 -0.338 0.154 -0.109 -0.13
H 22.8616 22.1329 19.1666 -0.549 -0.166 0.124 -0.01
H 23.5547 20.5905 18.7812 0.160 -0.141 -0.198 0.48
H 22.5290 19.5601 20.7253 0.077 0.143 0.128 0.30
H 20.7564 19.4913 20.6973 0.119 0.040 0.105 -0.23
H 21.5485 21.0087 21.1690 0.188 0.095 -0.038 0.31
```
Positions in Å, forces in eV/Å.

E_tot, hartree: -4918.0242
Lowest unoccupied orbital energy, eV: -0.02
HOMO-LUMO gap, eV: 8.172
SMILES string: C[N+](=O)[O-].C[N+](=O)[O-].COCCNCCOC.COCCNCCOC.COCCNCCOC.COCCNCCOC.COCCNCCOC.COCCNCCOC.COCCNCCOC.COCCNCCOC.COCCNCCOC.COCCNCCOC
E_HOMO, eV: -8.19
F_max, eV/A: 2.10